This record from the Open Molecules 2025 dataset describes C38H36I2N6O3TeTi as an isolated structure. The level of theory is ωB97M-V/def2-TZVPD.

Each line ends with the Löwdin charge.
Cartesian coordinates (Å):
1 Ti -0.97 -0.12 0.67  0.9746
2 I 1.40 5.92 4.61  0.8390
3 C 0.84 4.50 3.19  -0.7443
4 C 0.08 4.87 2.10  -0.2300
5 C -0.27 3.91 1.16  -0.6210
6 I -1.49 4.47 -0.44  0.9710
7 C 0.13 2.57 1.27  -0.4520
8 O -0.17 1.70 0.33  -0.3240
9 C 0.85 2.21 2.42  -0.1576
10 C 1.20 0.77 2.65  -0.1252
11 N -0.02 -0.08 2.71  -0.0981
12 C -0.98 0.29 3.77  -0.1113
13 C -2.36 0.55 3.21  -0.2821
14 C -3.46 0.66 4.02  -0.0696
15 C -4.72 1.02 3.49  -0.1159
16 C -4.76 1.31 2.11  -0.1193
17 C -3.64 1.19 1.35  -0.1694
18 N -2.42 0.74 1.84  -0.0700
19 C 1.21 3.17 3.36  -0.1191
20 H -0.24 5.90 1.97  0.0785
21 H 1.81 0.38 1.83  0.1078
22 H 1.77 0.68 3.58  0.1267
23 H 0.27 -1.04 2.84  0.1159
24 H -1.03 -0.49 4.53  0.1273
25 H -0.62 1.20 4.27  0.1249
26 H -3.34 0.49 5.09  0.1073
27 H -5.59 1.11 4.12  0.0801
28 H -5.67 1.66 1.65  0.0955
29 H -3.65 1.42 0.29  0.0917
30 H 1.77 2.87 4.24  0.1000
31 C -1.66 1.23 -3.07  0.0246
32 C -2.09 -0.01 -2.37  -0.4588
33 O -1.93 -0.15 -1.15  -0.0721
34 N -2.64 -1.00 -3.09  0.0905
35 C -2.84 -2.30 -2.49  -0.0963
36 C -1.60 -3.16 -2.54  -0.2599
37 C -1.67 -4.55 -2.50  -0.0308
38 C -0.49 -5.28 -2.45  -0.0662
39 C 0.71 -4.59 -2.45  -0.0579
40 C 0.68 -3.21 -2.52  -0.1227
41 N -0.44 -2.51 -2.56  0.1439
42 H -1.77 2.08 -2.40  0.0341
43 H -2.20 1.40 -4.00  0.0873
44 H -0.59 1.13 -3.28  0.0625
45 H -2.58 -0.93 -4.09  0.1515
46 H -3.70 -2.81 -2.94  0.1279
47 H -3.09 -2.12 -1.44  0.1119
48 H -2.64 -5.05 -2.51  0.1104
49 H -0.52 -6.36 -2.42  0.1067
50 H 1.66 -5.12 -2.40  0.1069
51 H 1.60 -2.64 -2.54  0.1115
52 O 0.56 -1.34 0.26  -0.2389
53 C 0.97 -2.52 0.63  -0.3688
54 C 2.34 -2.84 0.54  -0.0157
55 C 2.81 -4.08 0.88  -0.0858
56 C 1.94 -5.08 1.34  -0.1034
57 C 0.60 -4.78 1.44  -0.0481
58 C 0.09 -3.53 1.09  -0.0934
59 C -1.33 -3.26 1.19  -0.2555
60 N -1.92 -2.07 1.19  0.0431
61 C -3.27 -2.28 1.37  -0.1008
62 C -3.51 -3.61 1.47  -0.0676
63 N -2.28 -4.22 1.36  0.1170
64 H 3.01 -2.06 0.19  0.1086
65 H 3.87 -4.29 0.80  0.1038
66 H 2.32 -6.05 1.62  0.0967
67 H -0.06 -5.55 1.83  0.1023
68 H -3.96 -1.45 1.43  0.1065
69 H -4.42 -4.17 1.62  0.1112
70 H -2.10 -5.21 1.37  0.1451
71 C 3.80 1.41 -2.95  -0.4547
72 Te 2.19 1.08 -1.57  1.3461
73 C 2.09 3.22 -1.47  -0.4311
74 C 3.30 3.75 -2.19  -0.2785
75 C 3.60 5.11 -2.15  -0.0405
76 C 4.71 5.61 -2.82  -0.0903
77 C 5.53 4.74 -3.53  -0.0933
78 C 5.24 3.39 -3.57  -0.0506
79 C 4.13 2.88 -2.90  -0.2920
80 H 3.50 1.11 -3.96  0.0470
81 H 4.66 0.81 -2.67  0.0455
82 H 2.09 3.52 -0.42  0.0515
83 H 1.17 3.56 -1.92  0.0233
84 H 2.96 5.78 -1.59  0.1159
85 H 4.94 6.67 -2.77  0.0995
86 H 6.41 5.13 -4.04  0.0985
87 H 5.88 2.72 -4.12  0.1113

Its LUMO energy (spin up / spin down) is 0.22 / 0.22 eV. Its spin multiplicity is 3. For the HOMO-LUMO gap (spin up / spin down), the calculation gives 4.61 / 7.56 eV. The total energy is -101687.9232 eV. As for the expectation value of S²: 2.023.



This record from the Open Molecules 2025 dataset describes C38H36IN14OSSiY as an isolated structure. The level of theory is ωB97M-V/def2-TZVPD.

Each line ends with the Löwdin charge.
Cartesian coordinates (Å):
1 Y 1.51 0.47 -0.51  1.2142
2 N 3.37 -0.94 -3.80  0.1257
3 C 3.16 0.42 -3.70  -0.5012
4 N 3.61 1.24 -4.63  -0.0033
5 N 3.22 2.46 -4.20  -0.1121
6 N 2.58 2.36 -3.09  -0.1115
7 N 2.52 1.05 -2.72  -0.0770
8 C 3.00 -1.89 -2.88  -0.4877
9 N 3.22 -3.19 -3.08  0.0114
10 N 2.74 -3.78 -1.98  -0.0880
11 N 2.27 -2.89 -1.18  -0.1344
12 N 2.41 -1.65 -1.71  -0.0354
13 H 3.85 -1.27 -4.61  0.1251
14 I -0.41 2.80 -1.71  1.1218
15 C 0.85 4.34 -1.07  -0.5962
16 C 0.46 5.61 -1.39  -0.1888
17 C 1.22 6.72 -0.98  -0.1130
18 C 2.35 6.51 -0.24  -0.0647
19 C 2.76 5.20 0.11  -0.1801
20 C 3.92 5.02 0.90  -0.0776
21 C 4.31 3.76 1.25  -0.1034
22 C 3.57 2.64 0.80  -0.1724
23 C 2.44 2.72 0.01  -0.2108
24 C 2.03 4.05 -0.31  -0.2494
25 H -0.45 5.76 -1.97  0.0719
26 H 0.91 7.72 -1.25  0.0885
27 H 2.95 7.35 0.10  0.0976
28 H 4.48 5.90 1.22  0.0930
29 H 5.20 3.61 1.86  0.0896
30 H 3.95 1.68 1.13  -0.0101
31 C 0.52 -3.45 3.49  0.0078
32 C 1.89 -2.92 3.23  -0.3379
33 N 2.93 -3.09 3.99  0.1028
34 N 3.92 -2.41 3.33  0.0122
35 C 3.52 -1.82 2.19  -0.8159
36 S 4.37 -0.88 1.11  0.6211
37 N 2.20 -2.17 2.14  -0.0729
38 N 1.37 -1.75 1.10  0.0692
39 H 0.54 -4.06 4.38  0.0815
40 H 0.18 -4.05 2.64  0.0868
41 H -0.19 -2.63 3.62  0.0712
42 H 4.85 -2.36 3.70  0.1372
43 H 0.41 -1.79 1.42  0.0614
44 H 1.51 -2.40 0.30  0.0290
45 C -3.10 -3.63 -2.14  -0.1051
46 C -1.74 -3.05 -1.75  -0.5907
47 C -1.07 -3.99 -0.74  -0.0978
48 C -0.86 -2.98 -3.01  -0.0939
49 Si -1.82 -1.30 -0.98  0.4458
50 O -0.35 -0.71 -0.81  -0.4467
51 C -2.82 -0.16 -2.12  -0.2127
52 C -2.23 0.21 -3.34  -0.1484
53 C -2.86 1.08 -4.22  -0.1083
54 C -4.10 1.61 -3.90  -0.1112
55 C -4.70 1.27 -2.70  -0.1025
56 C -4.07 0.40 -1.83  -0.0940
57 C -2.81 -1.45 0.65  -0.1902
58 C -2.21 -1.18 1.88  -0.0923
59 C -2.91 -1.32 3.08  -0.0870
60 C -4.23 -1.74 3.07  -0.1048
61 C -4.85 -2.00 1.85  -0.1006
62 C -4.15 -1.86 0.67  -0.1195
63 H -2.96 -4.57 -2.68  0.0757
64 H -3.66 -2.95 -2.79  0.0746
65 H -3.72 -3.85 -1.26  0.0598
66 H -1.01 -5.00 -1.16  0.0812
67 H -1.64 -4.05 0.20  0.0692
68 H -0.05 -3.68 -0.52  0.0446
69 H -0.66 -4.00 -3.38  0.0830
70 H 0.09 -2.51 -2.80  0.0549
71 H -1.36 -2.43 -3.81  0.0677
72 H -1.24 -0.16 -3.58  0.0979
73 H -2.36 1.36 -5.14  0.1012
74 H -4.59 2.30 -4.58  0.0911
75 H -5.66 1.70 -2.43  0.0917
76 H -4.55 0.16 -0.88  0.0840
77 H -1.20 -0.79 1.91  0.0639
78 H -2.42 -1.07 4.01  0.1001
79 H -4.78 -1.84 4.00  0.0924
80 H -5.89 -2.31 1.83  0.0920
81 H -4.67 -2.04 -0.27  0.0903
82 N -1.53 2.18 6.65  0.1037
83 C -1.09 1.98 5.61  -0.2210
84 C -0.54 1.71 4.31  -0.2775
85 C 0.73 1.14 4.18  -0.0602
86 C 1.22 0.88 2.91  -0.1461
87 C 0.52 1.12 1.71  -0.2158
88 C -0.74 1.71 1.91  -0.1663
89 C -1.27 2.01 3.16  -0.0633
90 H 1.31 0.93 5.06  0.1029
91 H 2.23 0.47 2.86  0.0628
92 H -1.37 1.93 1.05  0.0422
93 H -2.26 2.46 3.25  0.1082

Its LUMO energy is 4.03 eV. As for the net charge: -2. Its spin multiplicity is 1. For the HOMO-LUMO gap, the calculation gives 6.81 eV. The total energy is -90761.7653 eV.